DFT (ωB97M-V with the def2-TZVPD basis set) results for C25H52BBr2Cl3N2O9PS as an isolated structure in a non-equilibrium geometry.

Calculated values
- molar mass (u) = 864.72
- HOMO-LUMO gap (eV) = 6.266
- highest occupied orbital energy (eV) = -11.44
- energy relative to the best compared isomer or geometry (same formula, charge and spin) (eV) = 0.0000
- energy (a.u.) = -9062.94110
- net charge = +1

CARTESIAN COORDINATES (ANGSTROEM)
1 C -0.007129 2.025412 5.309476
2 O -1.302752 2.296256 5.905173
3 C -1.960296 1.023734 6.106446
4 C -2.686937 0.660407 4.691118
5 C -2.612519 -0.900511 4.366196
6 C -1.370762 -1.307520 3.393952
7 C -1.614452 -0.523695 2.024946
8 C -0.841659 -1.089630 0.751355
9 N -0.951570 -0.341208 -0.559201
10 C -1.245556 1.134405 -0.637483
11 Br 0.278395 2.158254 -1.471094
12 C -2.693660 1.453690 -1.309417
13 C -3.743459 1.961786 -0.177319
14 Br -2.434977 3.011752 -2.539613
15 C -0.791256 -1.071500 -1.670382
16 C -0.920062 -0.562995 -3.170481
17 Cl -2.366030 -1.335345 -4.052426
18 C 0.360334 -0.794083 -4.112582
19 C 1.782673 -0.602980 -3.410459
20 Cl 0.268404 -2.340439 -5.142082
21 C -0.500029 -2.596255 -1.188402
22 C 0.960289 -3.195102 -1.528641
23 C 2.151036 -2.516105 -0.755591
24 O 2.237874 -1.355312 -0.354202
25 Cl 3.625146 -3.586958 -0.456120
26 P -1.556251 -3.953540 -2.064925
27 O -1.392164 -5.343003 -1.431458
28 C -0.983595 -2.671786 0.370264
29 N -0.027914 -3.277489 1.336315
30 C -0.010537 -4.560509 1.315861
31 S -0.114901 -6.200009 1.467165
32 B -2.599717 -2.959615 0.578525
33 C -3.774122 -2.017966 -0.057368
34 O -3.085702 -4.061808 1.397434
35 H 0.160791 2.795807 4.480512
36 H 0.767647 2.106809 6.141216
37 H 0.096435 0.987097 4.853002
38 H -2.772082 1.053987 6.906473
39 H -1.253788 0.162581 6.337370
40 H -2.361747 1.350073 3.851587
41 H -3.800268 0.895362 4.875896
42 H -2.598777 -1.547612 5.317405
43 H -3.553502 -1.231834 3.787942
44 H -1.422474 -2.439994 3.318245
45 H -0.410111 -0.968327 3.921108
46 H -1.171139 0.524194 2.220268
47 H -2.732960 -0.317216 1.844021
48 H 0.248777 -1.079441 1.128050
49 H -1.305785 1.615747 0.402098
50 H -3.104998 0.596483 -1.927251
51 H -4.816273 1.679858 -0.445208
52 H -3.714526 3.108616 -0.198328
53 H -3.440351 1.646852 0.873727
54 H -1.158780 0.558767 -3.255197
55 H 0.305072 0.035305 -4.908307
56 H 2.435948 0.013321 -4.130984
57 H 1.753486 -0.012622 -2.442777
58 H 2.345587 -1.599211 -3.308504
59 H 1.115570 -3.225447 -2.669267
60 H 0.947413 -4.305599 -1.220072
61 H -0.956881 -4.054193 -3.382436
62 H -2.902636 -3.534566 -2.295328
63 H -3.406022 -1.247127 -0.803833
64 H -4.281023 -1.503581 0.834143
65 H -4.547355 -2.675559 -0.569117
66 H -3.392604 -4.714124 0.722619
67 C 3.628293 1.114126 5.017014
68 O 2.780682 0.746841 6.096719
69 H 3.123490 1.871435 4.416510
70 H 4.563390 1.525377 5.404487
71 H 3.835513 0.239197 4.395293
72 H 3.248472 0.078061 6.611406
73 C 0.733490 -8.314939 -2.144106
74 O -0.116285 -8.072200 -3.254584
75 H 1.424309 -9.118903 -2.397349
76 H 1.301610 -7.410008 -1.910786
77 H 0.133436 -8.612404 -1.280181
78 H -0.715617 -7.357945 -3.002560
79 C 2.896960 3.860568 -4.029728
80 O 2.531130 3.884438 -2.652950
81 H 2.610171 4.806511 -4.486770
82 H 3.976835 3.729188 -4.120111
83 H 2.376530 3.041812 -4.535094
84 H 2.796868 3.037713 -2.273464
85 C 1.036906 7.104723 -1.548169
86 O 0.196817 6.199397 -2.248501
87 H 0.419585 7.886816 -1.106628
88 H 1.571068 6.575092 -0.755103
89 H 1.751821 7.556859 -2.240802
90 H 0.768063 5.518707 -2.628339
91 C 5.603744 6.298143 -2.890978
92 O 4.770332 6.514725 -4.021516
93 H 6.300572 5.491260 -3.118158
94 H 6.165919 7.207738 -2.666538
95 H 4.992394 6.015771 -2.029674
96 H 4.165238 7.231277 -3.795399

Force components x, y, z for each atom (eV/Å):
C 0.65 0.70 0.10
O 0.41 -2.00 0.16
C -0.89 -0.42 -1.63
C -1.39 -0.67 1.37
C -0.03 -0.27 -0.97
C -1.22 0.25 1.05
C 0.07 1.36 -0.27
C 1.60 -0.87 1.70
N -0.13 -0.12 -2.25
C -0.67 1.20 0.66
Br -0.27 -1.06 0.96
C -0.17 0.59 0.65
C 0.27 0.72 -0.57
Br -1.06 -0.88 0.01
C -0.02 -0.99 2.13
C 0.14 0.45 -0.57
Cl 0.69 0.65 1.45
C 0.57 1.19 -0.53
C 0.81 -0.09 -0.98
Cl 0.54 1.09 1.08
C -0.60 -0.29 -0.81
C -0.02 -0.70 0.49
C 0.90 2.41 0.89
O -1.00 -3.65 -1.43
Cl -1.64 0.65 -0.53
P 1.24 -2.67 -0.93
O -0.61 2.81 -0.34
C 0.03 3.07 0.13
N -0.51 -4.56 -1.63
C -0.76 -0.66 1.08
S 0.66 4.42 -0.45
B -1.35 -1.47 0.96
C 0.39 -0.07 -0.05
O 1.33 1.52 -2.40
H -0.06 -0.95 1.23
H -0.79 -0.06 -1.36
H -0.36 1.23 0.55
H 1.32 0.37 -0.94
H -0.54 1.26 0.02
H -0.09 -0.95 1.09
H 1.61 -0.23 -0.50
H 0.13 1.14 -1.33
H 1.25 0.52 0.92
H 0.36 1.46 -0.18
H -1.15 -0.69 -1.11
H -0.63 -1.51 -0.40
H 1.62 -0.67 0.22
H -1.38 0.48 -1.09
H 0.35 -1.30 -1.50
H 0.67 1.07 0.78
H 1.58 0.11 0.47
H 0.00 -1.72 0.18
H -0.56 0.08 -1.40
H 0.48 -1.74 0.62
H -0.28 -1.38 1.27
H -1.04 -0.93 1.03
H -0.18 -1.02 -1.11
H -1.00 1.57 0.07
H 0.01 0.34 1.75
H -0.03 1.64 -0.34
H -0.61 0.63 0.75
H 0.58 0.13 0.39
H -0.66 -0.80 0.92
H 0.57 -0.68 -1.32
H 0.81 0.83 0.69
H -0.01 0.20 0.94
C 0.11 -0.20 0.20
O -0.04 -0.15 0.08
H -0.03 -0.05 0.12
H 0.05 0.06 -0.23
H 0.12 0.12 -0.16
H -0.15 0.15 -0.02
C -0.26 0.19 -0.02
O -0.08 0.13 -0.15
H -0.11 0.07 -0.07
H 0.14 -0.10 0.20
H 0.20 -0.03 0.14
H 0.07 -0.17 0.00
C 0.12 -0.25 -0.10
O -0.29 -0.09 0.28
H 0.08 -0.08 0.13
H -0.06 0.10 -0.21
H 0.04 0.04 -0.17
H 0.14 0.27 0.04
C 0.07 -0.27 -0.10
O -0.10 -0.17 -0.14
H -0.01 -0.10 -0.09
H 0.11 0.19 0.06
H 0.08 0.15 0.16
H -0.08 0.05 0.16
C -0.19 0.21 0.05
O -0.17 0.00 -0.10
H -0.09 0.08 -0.08
H 0.12 -0.13 0.15
H 0.17 -0.04 0.13
H 0.13 -0.10 -0.14

The Löwdin scheme yields these atomic charges, measured in e: C -0.115; O -0.217; C -0.206; C -0.168; C -0.194; C -0.157; C -0.147; C -0.151; N 0.025; C -0.557; Br 0.778; C -0.652; C -0.124; Br 0.685; C -0.067; C -0.543; Cl 0.616; C -0.644; C -0.118; Cl 0.569; C -0.277; C -0.145; C -0.692; O 0.002; Cl 0.630; P 0.795; O -0.434; C -0.262; N 0.086; C -0.621; S 0.776; B -0.422; C -0.006; O 0.062; H 0.101; H 0.096; H 0.072; H 0.133; H 0.119; H 0.100; H 0.116; H 0.127; H 0.111; H 0.111; H 0.118; H 0.117; H 0.105; H 0.168; H 0.103; H 0.063; H 0.100; H 0.070; H 0.069; H 0.053; H 0.120; H 0.102; H 0.029; H 0.081; H 0.098; H 0.115; H 0.014; H 0.020; H 0.043; H 0.099; H 0.094; H 0.120; C -0.153; O -0.144; H 0.074; H 0.080; H 0.076; H 0.083; C -0.165; O -0.129; H 0.082; H 0.065; H 0.072; H 0.046; C -0.136; O -0.199; H 0.083; H 0.083; H 0.071; H 0.037; C -0.152; O -0.141; H 0.081; H 0.077; H 0.070; H 0.037; C -0.155; O -0.137; H 0.080; H 0.079; H 0.072; H 0.073